Record 1
DFT (wB97M-V/def2-TZVPD) results for a 2-piece molecular cluster, C5H8N2 overall.

XYZ file:
```
15
C5H8N2 | the OMol25 dataset | wB97M-V/def2-TZVPD
C -0.386 1.881 0.714
C -1.488 0.852 -1.096
C -0.389 0.931 -0.272
C -0.319 -2.161 0.469
C 0.819 0.164 -0.439
N -0.391 2.588 1.624
N 1.878 0.448 0.337
H -1.355 0.209 -1.938
H -2.375 1.494 -0.902
H -0.131 -2.911 -0.278
H -0.142 -2.429 1.474
H -1.356 -1.801 0.384
H 1.018 -0.193 -1.367
H 2.756 0.002 0.173
H 1.861 0.926 1.117
```

- Strongest force on any atom: 5.67 eV/Å
- ΔE to the lowest compared entry with this formula, charge and spin: 4.775 eV
- Lowest unoccupied orbital energy (alpha / beta): 0.076 / -0.092 eV
- Frontier orbital gap (alpha / beta): 0.32228 / 0.25443 Eh


Record 2
DFT (wB97M-V/def2-TZVPD) results for one molecule with the formula C5H8N2.

XYZ file:
```
15
C5H8N2 | the OMol25 dataset | wB97M-V/def2-TZVPD
C 0.164 1.498 -1.185
N -0.218 0.514 -0.195
C -1.368 0.536 0.548
C -1.421 -0.606 1.307
C -0.250 -1.355 1.017
C 0.473 -0.640 0.091
N 1.734 -0.862 -0.516
H 1.211 1.332 -1.446
H -0.446 1.401 -2.091
H 0.042 2.507 -0.778
H -2.051 1.373 0.476
H -2.202 -0.869 2.008
H 0.048 -2.303 1.448
H 2.473 -0.711 0.165
H 1.814 -1.817 -0.849
```

- Strongest force on any atom: 0.28 eV/Å
- ΔE to the lowest compared entry with this formula, charge and spin: 0.352 eV
- Lowest unoccupied orbital energy: 1.012 eV
- Frontier orbital gap: 0.32905 Eh
- SMILES: Cn1cccc1N


Record 3
DFT (wB97M-V/def2-TZVPD) results for a 2-piece molecular cluster, C5H8N2 overall.

XYZ file:
```
15
C5H8N2 | the OMol25 dataset | wB97M-V/def2-TZVPD
C 3.445 -0.135 0.381
C 2.888 0.878 -0.295
C 2.279 -0.363 -0.476
C -2.605 -0.282 0.307
C -1.426 -0.243 -0.688
N 0.565 -0.862 0.533
N -0.220 0.008 0.147
H 3.900 -0.579 1.221
H 2.811 1.866 -0.656
H -2.377 -1.277 0.660
H -2.508 0.561 1.026
H -3.595 -0.093 -0.191
H -1.361 -1.130 -1.254
H -1.518 0.679 -1.223
H -0.279 0.974 0.507
```

- Strongest force on any atom: 3.57 eV/Å
- ΔE to the lowest compared entry with this formula, charge and spin: 8.064 eV
- Lowest unoccupied orbital energy: 0.935 eV
- Frontier orbital gap: 0.31629 Eh


Record 4
DFT (wB97M-V/def2-TZVPD) results for one molecule with the formula C5H8N2.

XYZ file:
```
15
C5H8N2 | the OMol25 dataset | wB97M-V/def2-TZVPD
C -2.361 -0.215 0.085
C -0.921 0.189 -0.005
C -0.323 1.358 -0.389
N 1.081 1.158 -0.312
C 1.310 -0.131 0.089
N 2.554 -0.742 0.308
C 0.106 -0.734 0.313
H -2.591 -0.933 -0.712
H -2.527 -0.735 1.034
H -3.070 0.613 0.014
H -0.803 2.328 -0.464
H 1.832 1.764 -0.621
H 2.419 -1.743 0.211
H 3.322 -0.456 -0.283
H -0.028 -1.721 0.732
```

- Strongest force on any atom: 0.62 eV/Å
- ΔE to the lowest compared entry with this formula, charge and spin: 0.382 eV
- Lowest unoccupied orbital energy: 0.968 eV
- Frontier orbital gap: 0.30225 Eh
- SMILES: Cc1c[nH]c(N)c1


Record 5
DFT (wB97M-V/def2-TZVPD) results for a 2-piece molecular cluster, C5H8N2 overall.

XYZ file:
```
15
C5H8N2 | the OMol25 dataset | wB97M-V/def2-TZVPD
C -2.408 -0.102 -0.373
N -1.051 0.139 0.033
C -0.073 -0.775 0.164
C 1.040 -0.089 0.567
C 2.348 -0.446 0.060
C 0.600 1.244 0.760
N -0.670 1.371 0.420
H -2.665 0.580 -1.183
H -3.088 0.052 0.464
H -2.486 -1.131 -0.728
H -0.178 -1.793 -0.201
H 1.660 0.415 -1.538
H 2.539 -1.502 -0.193
H 3.202 0.000 0.601
H 1.174 2.125 1.047
```

- Strongest force on any atom: 2.91 eV/Å
- ΔE to the lowest compared entry with this formula, charge and spin: 4.782 eV
- Lowest unoccupied orbital energy (alpha / beta): 0.017 / -0.048 eV
- Frontier orbital gap (alpha / beta): 0.28217 / 0.29485 Eh


Record 6
DFT (wB97M-V/def2-TZVPD) results for one molecule with the formula C5H8N2.

XYZ file:
```
15
C5H8N2 | the OMol25 dataset | wB97M-V/def2-TZVPD
C 0.979 -0.278 1.775
N 0.195 0.036 0.712
C -1.006 0.813 0.840
C -1.625 0.920 -0.333
C -0.823 0.176 -1.369
C 0.383 -0.222 -0.581
N 1.592 -0.709 -1.075
H 1.572 -1.177 1.656
H 0.563 -0.045 2.746
H -1.385 -0.713 -1.702
H -1.245 1.209 1.819
H -2.563 1.429 -0.517
H -0.599 0.759 -2.270
H 2.344 -0.495 -0.420
H 1.615 -1.703 -1.281
```

- Strongest force on any atom: 0.49 eV/Å
- ΔE to the lowest compared entry with this formula, charge and spin: 2.801 eV
- Lowest unoccupied orbital energy: 0.979 eV
- Frontier orbital gap: 0.26436 Eh